The following is a DFT calculation (ωB97M-V/def2-TZVPD) of an isolated molecule of C4H9NO in a non-equilibrium geometry.

Values from the calculation:
Orbital gap   10.34 eV
SMILES   NC[C@H]1CCO1
ΔE to the lowest compared entry with this formula, charge and spin   2.182 eV
HOMO level   -9.241 eV
LUMO   1.10 eV

Last columns: bonded neighbours and bond lengths (Å).
Element x y z (Å)
1 N -0.4897 1.4095 1.9353  C2 1.470, H7 0.993, H8 1.055
2 C -0.3712 0.0461 1.3981  N1 1.470, C3 1.552, H9 1.106, H10 1.099
3 C 0.4399 0.0730 0.0748  C2 1.552, C4 1.549, O6 1.441, H11 1.076
4 C 0.4844 -1.1867 -0.8264  C3 1.549, C5 1.524, H12 1.101, H13 1.084
5 C -0.2021 -0.3215 -1.8758  C4 1.524, O6 1.469, H14 1.093, H15 1.084
6 O -0.2225 0.8264 -0.9594  C3 1.441, C5 1.469
7 H -0.9136 1.9343 1.2070  N1 0.993
8 H 0.4809 1.8223 1.9293  N1 1.055
9 H 0.1282 -0.5706 2.1687  C2 1.106
10 H -1.3565 -0.3538 1.1215  C2 1.099
11 H 1.3740 0.5609 0.2896  C3 1.076
12 H 0.0201 -2.1101 -0.4463  C4 1.101
13 H 1.5030 -1.3855 -1.1396  C4 1.084
14 H -1.2310 -0.6198 -2.0934  C5 1.093
15 H 0.3562 -0.1246 -2.7834  C5 1.084